85
Properties=species:S:1:pos:R:3:forces:R:3 method="wB97M-V/def2-TZVPD" total_charge=+1 homo_lumo_gap_ev="4.78 / 4.80" e_lumo_ev="-5.46 / -5.45" homo_energy_ev="-10.2437 / -10.2450"
Os -1.558 -0.094 1.488 0.017 0.154 0.153
C 3.561 1.484 3.676 -0.004 0.001 0.002
C 3.674 0.169 2.920 0.000 -0.003 0.001
N 2.453 -0.632 3.023 0.009 0.007 0.000
C 1.359 -0.359 2.325 0.020 -0.051 -0.011
S -0.126 -1.353 2.738 0.007 0.043 0.006
N 1.367 0.485 1.342 -0.021 0.038 0.003
N 0.123 0.762 0.819 -0.003 -0.063 -0.077
C 0.053 1.686 -0.086 0.006 0.015 0.017
C 1.272 2.360 -0.619 -0.012 0.003 0.013
C -1.323 2.024 -0.483 -0.013 0.009 0.003
C -1.645 3.013 -1.402 0.005 -0.011 0.016
C -2.974 3.286 -1.674 0.000 -0.007 0.005
C -3.961 2.568 -1.018 0.010 0.001 -0.019
C -3.582 1.594 -0.114 -0.005 -0.011 0.000
N -2.302 1.323 0.148 0.032 -0.002 -0.071
H 4.472 2.068 3.546 0.001 -0.002 0.000
H 3.412 1.311 4.742 0.000 -0.001 0.000
H 2.713 2.063 3.311 -0.001 -0.002 -0.003
H 4.486 -0.443 3.311 0.002 0.001 -0.002
H 3.866 0.338 1.862 -0.004 0.002 0.001
H 2.333 -1.219 3.834 -0.006 0.007 0.014
H 1.796 2.876 0.186 -0.008 0.002 0.014
H 1.036 3.076 -1.399 -0.002 0.009 -0.001
H 1.961 1.615 -1.017 0.002 -0.002 -0.003
H -0.866 3.577 -1.892 0.004 0.006 0.004
H -3.233 4.059 -2.384 -0.002 -0.003 -0.005
H -5.010 2.754 -1.198 -0.004 0.000 0.001
H -4.307 1.003 0.430 0.004 0.010 0.003
N -1.253 6.641 -0.222 -0.014 -0.006 -0.002
C -1.243 5.695 0.787 0.007 -0.003 -0.010
C -2.449 5.193 1.298 0.007 0.000 0.017
C -2.442 4.204 2.258 0.004 -0.008 -0.021
C -1.233 3.687 2.714 0.042 0.068 0.039
C -0.033 4.182 2.228 -0.019 -0.018 0.005
C -0.037 5.181 1.269 0.003 0.013 -0.021
S -1.245 2.394 3.901 -0.039 0.023 -0.039
O 0.123 2.007 4.116 0.020 0.032 0.035
O -2.096 2.745 5.005 0.064 -0.023 -0.013
N -1.982 1.206 3.092 -0.090 -0.139 -0.042
C -3.118 0.575 3.462 0.015 -0.052 0.001
S -4.223 0.721 4.766 0.021 0.027 -0.007
C -5.101 -0.633 4.119 -0.001 -0.015 -0.014
C -4.516 -1.108 3.000 -0.021 0.003 0.011
N -3.390 -0.416 2.622 0.006 -0.028 0.014
H -2.091 7.196 -0.300 0.009 -0.003 0.006
H -0.414 7.189 -0.325 -0.004 -0.010 -0.001
H -3.389 5.595 0.940 -0.002 0.005 0.002
H -3.376 3.830 2.662 -0.003 0.002 -0.006
H 0.896 3.784 2.614 0.011 -0.005 -0.018
H 0.900 5.575 0.894 -0.007 -0.005 0.003
H -5.994 -0.990 4.602 0.001 0.002 0.000
H -4.856 -1.946 2.411 -0.002 -0.003 0.005
F -1.727 -5.016 -3.983 0.004 -0.018 -0.017
C -2.093 -3.772 -4.245 0.010 0.011 0.056
C -2.487 -3.455 -5.488 -0.026 0.037 -0.042
F -2.495 -4.396 -6.414 0.005 -0.021 -0.002
C -2.907 -2.116 -5.865 0.037 -0.024 0.101
C -2.868 -1.152 -4.777 -0.007 -0.024 -0.064
C -2.478 -1.474 -3.538 0.021 -0.061 0.028
F -2.473 -0.525 -2.604 -0.004 0.034 0.020
C -2.054 -2.808 -3.163 -0.036 0.048 -0.131
C -1.649 -3.129 -1.902 0.018 -0.033 0.153
C -1.614 -2.188 -0.833 0.090 0.019 -0.151
N -1.553 -1.448 0.046 -0.093 0.003 0.088
C -1.210 -4.435 -1.499 -0.029 -0.012 0.008
N -0.849 -5.440 -1.077 0.013 0.003 0.004
F -3.234 0.095 -5.023 -0.005 0.030 0.011
C -3.299 -1.789 -7.123 -0.007 0.026 -0.095
C -3.711 -0.469 -7.508 -0.012 -0.019 0.009
N -4.053 0.562 -7.881 0.004 0.009 -0.005
C -3.348 -2.724 -8.212 -0.035 -0.002 0.030
N -3.429 -3.413 -9.126 0.020 0.006 -0.016
S -0.227 -1.069 4.817 -0.016 -0.014 0.016
C -0.573 -2.755 5.258 0.035 -0.009 -0.009
C 0.461 -3.634 5.561 -0.017 -0.007 0.011
C 0.167 -4.939 5.924 0.009 0.006 0.010
C -1.155 -5.360 5.989 -0.011 0.007 0.001
C -2.186 -4.478 5.696 -0.001 -0.017 -0.008
C -1.898 -3.172 5.330 -0.001 0.001 -0.002
H 1.488 -3.296 5.523 0.003 -0.002 -0.007
H 0.968 -5.625 6.162 -0.001 0.000 -0.003
H -1.381 -6.378 6.276 -0.001 0.000 0.000
H -3.215 -4.806 5.755 0.001 0.000 0.002
H -2.694 -2.473 5.104 -0.011 0.016 -0.004

---

118
Properties=species:S:1:pos:R:3:forces:R:3 method="wB97M-V/def2-TZVPD" spin_multiplicity=2 homo_lumo_gap_ev="6.85 / 6.86" e_lumo_ev="-0.61 / -0.59" homo_energy_ev="-7.4520 / -7.4576"
Cu 0.054 0.671 -0.368 -0.101 -0.334 -0.072
O 1.298 0.028 1.589 -0.016 -0.143 0.078
P 2.058 -1.115 2.184 -0.031 0.557 -0.182
C 1.091 -2.619 2.507 0.024 -0.146 0.065
P -0.610 -2.270 1.930 0.678 -0.107 -0.409
O -0.399 -1.936 0.481 -0.238 0.004 0.482
C -1.081 -1.094 3.237 -0.136 0.153 -0.075
C -1.297 0.256 2.979 0.073 0.070 -0.095
C -1.530 1.144 4.013 -0.012 -0.023 0.079
C -1.563 0.693 5.329 0.007 -0.034 -0.068
C -1.356 -0.650 5.596 0.003 0.020 -0.024
C -1.109 -1.537 4.555 -0.025 -0.042 0.084
C -1.476 -3.840 2.121 -0.177 -0.057 0.039
C -2.333 -4.229 1.092 0.011 -0.061 0.002
C -2.965 -5.461 1.133 0.016 -0.014 0.045
C -2.755 -6.317 2.206 0.000 0.051 -0.017
C -1.894 -5.943 3.227 0.008 0.003 0.011
C -1.253 -4.714 3.182 0.073 -0.054 -0.006
C 3.489 -1.549 1.183 0.210 -0.070 0.047
C 3.590 -2.698 0.405 0.011 0.055 -0.073
C 4.714 -2.909 -0.385 -0.059 0.029 0.006
C 5.737 -1.976 -0.402 0.004 0.029 0.024
C 5.636 -0.818 0.360 0.009 -0.031 -0.020
C 4.518 -0.604 1.145 -0.015 -0.045 0.031
C 2.685 -0.635 3.802 0.104 0.053 0.065
C 2.127 0.491 4.398 0.013 -0.035 0.057
C 2.534 0.873 5.670 -0.009 0.002 -0.031
C 3.498 0.137 6.341 0.016 -0.022 -0.012
C 4.062 -0.986 5.744 -0.021 0.025 -0.001
C 3.657 -1.371 4.477 -0.005 -0.017 0.027
H 1.169 -2.848 3.570 -0.028 -0.031 -0.028
H 1.470 -3.460 1.930 -0.009 -0.061 -0.027
H -1.268 0.626 1.964 0.008 -0.133 0.152
H -1.688 2.191 3.786 0.000 0.005 0.012
H -1.752 1.387 6.138 -0.004 0.003 0.010
H -1.383 -1.018 6.614 0.000 0.007 0.015
H -0.951 -2.582 4.795 -0.014 0.057 -0.021
H -2.499 -3.563 0.259 0.018 0.040 0.002
H -3.624 -5.748 0.323 -0.018 -0.010 0.005
H -3.255 -7.276 2.243 0.002 -0.016 -0.008
H -1.710 -6.611 4.058 -0.012 -0.017 0.006
H -0.553 -4.466 3.972 -0.033 0.018 -0.032
H 2.790 -3.424 0.373 -0.055 -0.045 0.019
H 4.781 -3.801 -0.992 -0.013 -0.026 -0.012
H 6.613 -2.145 -1.015 0.013 0.001 -0.006
H 6.424 -0.077 0.334 0.006 0.006 0.000
H 4.434 0.308 1.723 -0.013 -0.003 0.029
H 1.374 1.055 3.863 -0.021 -0.002 -0.032
H 2.093 1.745 6.135 0.000 0.008 0.007
H 3.816 0.438 7.330 0.004 -0.004 0.011
H 4.819 -1.556 6.266 0.010 -0.002 0.003
H 4.105 -2.243 4.012 -0.008 -0.003 -0.030
N 5.482 9.354 -0.669 0.041 0.072 -0.005
C 4.864 8.387 -0.636 -0.163 -0.269 0.008
C 4.091 7.166 -0.592 0.170 0.264 -0.016
C 3.499 6.679 -1.753 -0.046 -0.038 -0.033
C 2.764 5.507 -1.705 0.034 0.001 0.007
C 2.611 4.822 -0.504 -0.062 -0.072 0.000
C 3.204 5.317 0.652 0.022 0.064 -0.001
C 3.946 6.485 0.612 -0.021 -0.066 0.051
C 1.816 3.559 -0.453 0.155 0.109 -0.024
C 0.576 3.624 0.158 -0.019 -0.163 -0.054
C -0.061 4.789 0.671 -0.039 0.016 0.039
C -1.313 4.409 1.080 0.067 -0.054 -0.011
C -1.411 3.022 0.803 -0.063 0.001 0.014
N -0.299 2.545 0.267 0.072 0.179 0.018
C 2.411 2.427 -1.024 -0.182 -0.100 0.106
C 3.697 2.349 -1.609 0.078 -0.047 -0.051
C 3.898 1.031 -1.966 -0.031 0.099 0.029
C 2.733 0.347 -1.575 -0.076 -0.134 0.129
N 1.841 1.163 -1.024 0.103 0.096 -0.187
H 3.617 7.217 -2.684 0.003 0.008 -0.001
H 2.303 5.116 -2.603 -0.007 -0.002 -0.008
H 3.083 4.780 1.584 -0.009 -0.013 0.008
H 4.412 6.872 1.507 0.003 0.002 0.000
H 0.369 5.776 0.707 0.013 0.027 -0.012
H -2.084 5.025 1.510 -0.027 0.005 0.010
H -2.267 2.385 0.959 -0.016 -0.012 -0.009
H 4.381 3.172 -1.730 0.021 0.019 -0.013
H 4.769 0.594 -2.426 0.012 -0.008 -0.007
H 2.553 -0.717 -1.628 -0.006 0.096 0.009
O -4.352 0.219 0.062 -0.001 0.053 -0.114
S -3.100 -0.485 0.061 0.343 -0.019 -0.125
O -2.878 -1.320 1.224 -0.436 -0.070 0.168
O -1.958 0.411 -0.234 0.036 0.324 0.110
C -3.112 -1.592 -1.325 -0.143 0.003 -0.213
C -4.332 -2.243 -1.515 0.107 -0.040 -0.100
C -4.494 -3.146 -2.548 -0.032 0.009 0.039
C -3.435 -3.394 -3.408 -0.007 0.003 0.008
C -2.231 -2.742 -3.218 0.040 -0.071 -0.076
C -2.030 -1.833 -2.176 0.064 -0.076 0.081
P -0.339 -1.060 -2.106 -0.238 0.159 0.069
C -0.346 -0.148 -3.693 0.094 0.009 -0.024
C -0.621 1.215 -3.609 -0.037 0.111 0.018
C -0.691 1.998 -4.751 0.006 -0.030 -0.034
C -0.471 1.430 -5.997 0.003 0.003 0.026
C -0.192 0.073 -6.095 -0.005 0.016 0.057
C -0.132 -0.709 -4.951 -0.046 -0.026 -0.072
C 0.727 -2.520 -2.405 -0.098 -0.017 0.069
C 1.877 -2.454 -3.189 0.029 0.022 -0.085
C 2.687 -3.569 -3.360 -0.042 0.014 0.026
C 2.357 -4.768 -2.747 0.010 0.001 0.018
C 1.220 -4.842 -1.953 0.000 0.025 0.014
C 0.413 -3.728 -1.780 0.072 -0.025 -0.003
H -5.151 -2.015 -0.848 -0.008 0.027 0.033
H -5.445 -3.644 -2.689 -0.001 0.000 0.003
H -3.547 -4.089 -4.230 0.012 -0.004 -0.004
H -1.417 -2.959 -3.897 -0.011 0.002 0.010
H -0.799 1.685 -2.645 0.029 -0.068 -0.014
H -0.914 3.053 -4.662 0.000 0.018 -0.012
H -0.514 2.041 -6.889 -0.010 0.000 -0.009
H -0.023 -0.380 -7.062 0.005 0.000 -0.013
H 0.083 -1.764 -5.051 0.028 -0.011 0.017
H 2.150 -1.527 -3.679 -0.035 -0.010 -0.011
H 3.572 -3.494 -3.978 0.012 -0.008 -0.011
H 2.981 -5.642 -2.889 0.004 -0.007 0.000
H 0.951 -5.773 -1.468 0.009 -0.011 0.001
H -0.464 -3.795 -1.154 -0.027 0.004 0.026

---

11
Properties=species:S:1:pos:R:3:forces:R:3 method="wB97M-V/def2-TZVPD" homo_lumo_gap_ev="10.21 / 10.21" e_lumo_ev="0.23 / 0.23" homo_energy_ev="-9.9757 / -9.9763"
C -0.076 -0.004 1.524 -0.128 1.072 0.150
C 1.015 0.166 0.516 -3.246 2.931 0.067
C -0.619 0.068 -1.603 1.523 -1.425 1.140
O 0.558 -1.033 0.773 0.647 -2.180 -1.225
O 0.140 1.058 -0.970 2.234 -1.067 2.526
F 2.275 0.440 0.863 -0.793 0.168 -1.321
H 0.210 -0.007 2.553 0.334 -0.091 0.595
H -1.172 0.102 1.409 0.917 0.270 -0.678
H -1.688 0.202 -1.578 -0.429 0.772 -0.418
H -0.475 -0.781 -0.919 -0.510 -0.647 -0.844
H -0.169 -0.211 -2.567 -0.550 0.196 0.008

---

5
Properties=species:S:1:pos:R:3:forces:R:3 method="wB97M-V/def2-TZVPD" homo_lumo_gap_ev="7.67 / 7.32" e_lumo_ev="-2.09 / -2.32" homo_energy_ev="-9.7590 / -9.6429"
O -0.030 1.392 0.433 0.482 -1.835 -0.637
S -0.101 -0.685 0.213 0.986 0.105 -1.069
S -0.084 -2.060 -1.339 0.009 2.204 1.787
H -0.960 1.556 0.420 -1.225 0.554 0.028
H 1.175 -0.202 0.273 -0.253 -1.027 -0.110

---

15
Properties=species:S:1:pos:R:3:forces:R:3 method="wB97M-V/def2-TZVPD" total_charge=+1 homo_lumo_gap_ev=9.79 e_lumo_ev=-4.44 homo_energy_ev=-14.2216
C -2.436 0.464 0.088 -0.254 2.043 -0.410
C -2.065 -0.785 0.519 -1.342 -1.068 2.004
N -0.960 -0.917 -0.465 2.260 -1.169 -0.881
C 0.465 -1.209 0.045 0.067 1.433 -3.285
C 1.027 0.165 0.411 0.002 -1.463 2.785
C 0.124 1.163 -0.216 2.192 3.855 3.078
C -1.089 0.479 -0.278 -4.390 0.455 -1.053
H -3.212 1.258 0.305 1.138 -1.373 -0.105
H -1.229 -1.380 -1.365 0.225 0.706 0.976
H 0.996 -1.574 -0.834 -0.020 -0.476 0.227
H 0.461 -1.843 0.838 -0.260 -2.147 1.992
H 2.085 0.204 0.207 0.215 0.318 -0.289
H 0.907 0.266 1.541 0.317 -0.028 -1.377
H 0.243 2.143 0.456 -0.943 -1.850 -1.977
H 0.339 1.336 -1.226 0.794 0.765 -1.685

---

58
Properties=species:S:1:pos:R:3:forces:R:3 method="wB97M-V/def2-TZVPD" homo_lumo_gap_ev=9.22 e_lumo_ev=-0.18 homo_energy_ev=-9.4023
C 3.110 -4.760 -6.657 0.021 -0.017 -0.075
C 2.033 -3.713 -6.947 -0.023 -0.100 -0.022
C 0.822 -3.830 -6.009 0.077 -0.293 -0.151
Br 0.659 -2.281 -4.832 0.001 0.153 0.100
P -0.862 -4.062 -6.770 0.046 0.109 0.132
I -0.599 -6.402 -7.420 0.038 -0.073 -0.129
H 2.661 -5.718 -6.395 -0.004 -0.005 0.011
H 3.771 -4.449 -5.848 -0.061 -0.040 0.058
H 3.719 -4.934 -7.544 0.080 0.086 0.034
H 1.698 -3.825 -7.979 -0.049 -0.004 0.005
H 2.452 -2.712 -6.857 0.003 0.020 -0.107
H 0.964 -4.681 -5.347 -0.058 0.106 0.190
H -0.503 -3.539 -8.033 -0.060 0.055 -0.035
C -1.786 0.326 -3.497 0.012 0.019 0.029
C -1.611 -0.315 -2.113 -0.027 0.008 -0.020
C -2.121 0.694 -1.080 0.038 -0.100 -0.004
S -3.381 1.669 -1.910 -0.001 -0.014 -0.006
O -2.926 3.037 -2.000 0.010 0.030 0.011
O -4.685 1.389 -1.364 -0.030 0.001 0.002
C -3.199 0.898 -3.519 0.047 -0.054 -0.059
H -1.637 -0.397 -4.297 -0.008 0.009 -0.014
H -1.060 1.132 -3.629 -0.005 0.003 -0.008
H -2.195 -1.236 -2.062 -0.013 0.008 -0.010
H -0.571 -0.571 -1.913 0.000 -0.002 0.004
H -2.575 0.230 -0.208 -0.010 0.046 0.017
H -1.335 1.381 -0.777 -0.043 0.007 0.005
H -3.374 1.652 -4.282 -0.021 0.034 0.037
H -3.953 0.114 -3.586 -0.005 0.004 0.016
C 0.988 4.789 1.531 -0.029 -0.018 0.002
C -0.129 4.469 2.535 0.016 -0.020 -0.013
C -0.576 3.026 2.276 -0.049 0.051 0.067
S 0.866 2.179 1.613 -0.232 0.096 0.090
O 0.592 1.774 0.255 0.120 -0.061 -0.044
O 1.342 1.205 2.563 0.176 -0.080 -0.089
C 1.948 3.605 1.579 0.010 0.096 0.012
H 1.499 5.719 1.775 -0.006 0.005 -0.002
H 0.572 4.888 0.526 0.007 -0.005 -0.004
H 0.253 4.561 3.553 0.012 -0.010 -0.002
H -0.969 5.154 2.435 0.001 0.003 0.010
H -0.893 2.492 3.170 -0.007 -0.036 -0.015
H -1.353 2.966 1.515 0.034 -0.005 -0.041
H 2.606 3.514 0.719 -0.013 -0.044 -0.006
H 2.529 3.589 2.502 -0.005 -0.011 0.003
C 0.469 -1.905 6.352 0.011 0.022 -0.026
C 1.717 -1.030 6.150 -0.096 0.003 0.031
C 1.233 0.322 5.615 0.156 -0.081 0.029
S -0.425 0.557 6.260 0.055 0.017 0.030
O -1.354 0.586 5.156 -0.039 0.031 -0.044
O -0.444 1.624 7.229 -0.020 0.026 0.015
C -0.545 -1.031 7.083 0.017 -0.085 -0.001
H 0.693 -2.809 6.916 0.002 -0.002 -0.004
H 0.065 -2.204 5.383 -0.004 -0.003 0.002
H 2.230 -0.897 7.105 -0.024 -0.002 0.012
H 2.420 -1.489 5.457 0.007 0.005 0.003
H 1.838 1.162 5.949 -0.018 0.025 -0.028
H 1.151 0.331 4.532 -0.021 0.027 0.014
H -1.574 -1.374 7.017 -0.012 0.037 -0.013
H -0.267 -0.872 8.125 -0.005 0.019 -0.001